DFT (the ωB97M-V functional and the def2-TZVPD basis) results for 2 unconnected molecules or ions with the total composition C3H11N2O.

As for the max |F|: 1.73 eV/A. As for the gap between HOMO and LUMO: 11.37 eV. Its charge is +1. The value obtained for the HOMO energy is -15.1 eV. As for the energy above the lowest of the compared OMol25 structures with the same formula, charge and spin: 23.87 kcal per mole.

Atoms and positions in Å:
C 0.51965 -2.32887 0.31782
C 0.62171 -1.15140 1.28968
N 0.39093 0.16429 0.60762
C 0.81962 0.50454 -0.57430
N 0.74623 1.71862 -1.10760
H 1.28639 -2.22089 -0.45626
H 0.88013 -3.22727 0.81492
H -0.47504 -2.36729 -0.11173
H -0.15471 -1.14522 2.04523
H 1.61348 -1.08198 1.72060
H -0.37952 0.71577 0.93949
H 1.28799 -0.29456 -1.14021
H -0.13521 2.16169 -0.89396
H 1.34909 1.95298 -1.88221
H -3.03703 2.70903 -1.06395
H -2.89935 1.76905 0.11279
O -2.43434 2.12153 -0.61794

Which charges does natural (NBO) predict for the atoms? In e, they are:
1 C -0.630
2 C -0.208
3 N -0.497
4 C 0.410
5 N -0.741
6 H 0.207
7 H 0.256
8 H 0.230
9 H 0.224
10 H 0.226
11 H 0.415
12 H 0.216
13 H 0.445
14 H 0.440
15 H 0.498
16 H 0.480
17 O -0.970